Entry 1:
Computed, not measured: a 3-piece molecular cluster, C27H54F5N3O8S overall at a distorted geometry, with wB97M-V/def2-TZVPD.

```
98
Properties=species:S:1:pos:R:3:forces:R:3
C -2.2832 -1.0002 -5.2860 0.1160 -0.2332 0.2687
C -2.5892 -0.7622 -3.7201 0.8311 -0.3846 -1.8122
N -2.6543 0.7154 -3.5037 0.1116 -0.0901 0.9319
C -1.2627 1.2183 -3.1789 -0.9557 0.0618 0.6471
C -1.3374 2.8029 -3.2343 -0.4190 -0.0856 0.7510
C 0.0545 3.5684 -3.3072 0.7533 -1.0995 -0.3110
C 1.2355 2.7177 -4.0279 0.0479 0.9702 0.2967
C 1.1243 2.7797 -5.6188 2.0435 0.6749 0.2462
O -0.1979 3.0687 -6.1331 -0.3600 1.5901 1.0764
S -0.6238 4.6744 -5.8081 -2.4099 2.6262 -2.6072
O 0.0212 5.6114 -6.7809 -0.3473 -2.6584 2.5752
O -2.1159 4.8381 -5.8639 3.6071 -1.5038 0.8584
C 0.0419 4.9604 -4.0780 1.2056 -0.4874 0.7197
C -0.5908 6.2062 -3.3456 -0.5460 0.5640 -0.4829
C -1.7033 5.9381 -2.2536 0.0228 0.8984 0.7028
C -1.0042 5.7496 -0.8126 -0.7660 0.6527 -0.5126
C -1.9283 5.0385 0.2621 1.1219 1.2110 0.5998
F -2.5347 6.0764 1.0273 0.2808 -1.9967 -1.2383
F -2.8909 4.1820 -0.2613 1.5399 1.4054 1.1699
C -0.9410 4.3040 1.3058 0.5875 0.4166 0.3326
F -0.3488 3.2206 0.6620 -1.2604 1.4303 1.5451
F -1.5456 3.9874 2.5067 1.1746 -0.0241 -2.4706
F 0.1202 5.1770 1.6262 -2.0441 -1.5487 -0.5769
C -3.6061 1.0840 -2.4534 -1.3700 0.6965 1.8411
C -4.9413 1.8249 -2.9521 0.4415 -1.2215 -1.3575
O -3.4587 0.9031 -1.2384 0.2659 0.2098 -2.8325
H -1.2836 -0.5236 -5.5678 -1.3786 -0.5951 0.3557
H -2.2063 -2.1139 -5.5090 -0.0622 1.3374 0.3338
H -3.0864 -0.5662 -5.9560 0.8952 -0.4022 0.9332
H -3.5469 -1.3060 -3.4658 1.1299 0.7659 0.0381
H -1.6729 -1.1709 -3.1733 -1.5180 0.1861 -0.2201
H -0.5897 0.7353 -3.9460 -0.6373 0.7795 0.9086
H -1.0545 0.8301 -2.1180 0.3551 0.6022 -1.4405
H -2.0867 3.0757 -4.0427 1.2048 -0.2371 0.7097
H -1.8287 3.1283 -2.2495 0.6129 -0.5172 -1.3719
H 0.4209 3.6834 -2.2281 -0.5065 0.2149 -1.5575
H 1.3637 1.6846 -3.5910 -0.4315 1.0885 -0.6442
H 2.1929 3.2899 -3.7573 -1.1927 -0.9065 -0.4089
H 1.5692 1.8560 -6.1149 -1.1461 1.0920 0.5434
H 1.7961 3.6458 -5.9608 -0.8184 -1.2354 0.3611
H 1.1456 5.2145 -4.2618 -1.5969 -0.2943 -0.0194
H 0.2536 6.7888 -2.8395 -1.0446 -0.8645 -0.7368
H -1.0225 6.9103 -4.1345 0.6053 -0.9473 0.9781
H -2.3009 6.9114 -2.1539 0.7332 -1.4068 -0.2547
H -2.4644 5.1426 -2.4972 1.1517 0.7503 0.1124
H -0.8368 6.8138 -0.4258 -0.1460 -1.6303 -0.2929
H 0.0214 5.2796 -0.8625 -1.3549 0.2212 -0.0255
H -5.0772 1.5319 -4.0519 0.1601 0.4947 1.4685
H -5.8601 1.4526 -2.3988 1.3530 0.7120 -0.3439
H -4.8357 2.9522 -2.9462 -0.0204 -1.3369 0.3150
C -1.0148 -0.1607 1.0766 -0.2505 0.0120 -0.2275
O -0.5092 -0.8037 -0.0851 0.2635 0.1859 0.3431
C 0.8349 -1.2631 0.0479 -0.0656 -0.4035 -0.4525
C 0.8889 -2.7860 0.1670 -0.2061 0.3031 0.2826
N 0.3585 -3.2443 1.4498 -0.1099 -0.0081 -0.1756
C 0.0895 -4.6832 1.5117 -0.1497 0.1574 0.0733
C -0.9051 -5.2799 0.5034 0.0023 -0.2653 0.3078
O -2.2566 -4.8875 0.7038 0.2758 0.0539 -0.2440
C -2.5880 -3.6077 0.1878 -0.2716 -0.1824 0.2207
H -1.9324 0.3595 0.7982 0.0746 -0.0712 -0.1129
H -1.2647 -0.8888 1.8530 0.0801 0.0604 0.1740
H -0.3051 0.5730 1.4691 0.0370 -0.0655 0.0429
H 1.3542 -0.7757 0.8775 -0.1232 -0.0183 0.1086
H 1.3506 -0.9767 -0.8747 0.0308 -0.0169 0.0351
H 1.9267 -3.1193 0.0677 -0.0094 -0.0099 0.0210
H 0.3168 -3.1961 -0.6720 0.1075 0.0474 -0.1797
H -0.5109 -2.7579 1.6410 0.1578 -0.0223 -0.0540
H -0.2953 -4.8831 2.5170 0.0030 -0.0815 -0.0896
H 1.0417 -5.2183 1.4292 -0.0157 0.0001 -0.1007
H -0.8931 -6.3646 0.6493 -0.0340 0.0600 0.0343
H -0.6042 -5.1180 -0.5375 -0.0210 0.1924 -0.0056
H -2.0497 -3.3783 -0.7354 0.0906 0.0431 0.0735
H -2.4072 -2.8403 0.9422 0.0678 0.2100 -0.1693
H -3.6584 -3.5969 -0.0281 0.0601 -0.1089 0.0103
C 2.4542 -1.4789 4.0135 0.0634 -0.1826 -0.2577
O 3.6616 -2.2225 3.9522 -0.0933 0.4159 0.2232
C 4.5973 -1.8908 4.9773 0.3374 -0.5159 -0.0484
C 4.6849 -3.0001 6.0250 -0.4050 0.2572 -0.1186
N 3.4696 -3.0723 6.8343 0.0562 -0.1620 -0.1389
C 3.3505 -4.2917 7.6376 -0.1762 0.0925 -0.1540
C 3.3494 -5.6447 6.9086 -0.1698 -0.0739 0.3609
O 2.1891 -5.8933 6.1253 0.3515 0.0621 -0.0482
C 2.1859 -5.2705 4.8503 -0.3270 -0.1690 0.1260
H 1.9232 -1.6234 3.0715 0.0637 -0.1352 0.0649
H 1.8101 -1.8415 4.8187 -0.1042 0.1753 0.0780
H 2.6472 -0.4101 4.1436 0.0125 -0.0023 0.1066
H 4.3782 -0.9222 5.4346 -0.1822 -0.0437 0.0351
H 5.5730 -1.8086 4.4878 -0.0193 0.0086 0.0438
H 5.5416 -2.8116 6.6795 -0.0164 -0.0083 0.0072
H 4.8650 -3.9376 5.4885 0.2018 0.0156 -0.0864
H 2.6621 -3.0238 6.2227 0.1523 0.0498 0.0714
H 2.4075 -4.2091 8.1873 0.0780 -0.0984 0.0019
H 4.1498 -4.2935 8.3863 0.0514 -0.0568 -0.0702
H 3.3505 -6.4212 7.6800 -0.0554 0.0405 -0.0357
H 4.2581 -5.8112 6.3198 -0.0309 0.1385 -0.1364
H 3.1838 -5.2234 4.4070 0.0085 0.1090 0.0633
H 1.7459 -4.2743 4.9198 0.1438 0.1259 -0.2104
H 1.5446 -5.8572 4.1891 0.0454 -0.0603 0.1045
```
Positions in Å, forces in eV/Å.

Output
Structure (SMILES): CCN(CC[C@H]1CCOS(=O)(=O)[C@H]1CCCC(F)(F)C(F)(F)F)C(C)=O.COCCNCCOC.COCCNCCOC
E_tot in eV: -74141.638
HOMO-LUMO gap in eV: 8.883
LUMO level in eV: 0.241
Energy relative to the best compared isomer or geometry (same formula, charge and spin) in kcal/mol: 0.00
Largest force on an atom in eV Å⁻¹: 4.4

Results of the Löwdin charge analysis, in e, for atoms 1 through 2:
1 C -0.09
2 C -0.21

Entry 2:
Computed, not measured: C2H3ClO2 as an isolated structure at a distorted geometry, with wB97M-V/def2-TZVPD.

```
8
Properties=species:S:1:pos:R:3:forces:R:3
C -0.9105 0.0063 -0.4519 -0.3411 -1.1367 -1.3410
C 0.7241 0.0667 0.5895 -0.5598 -0.9127 -2.6405
O -0.1734 1.0302 0.1100 0.9190 1.4215 0.9964
O -0.0131 -0.9947 0.0616 -1.5653 -0.5765 0.8725
Cl 2.3138 -0.0376 -0.1814 0.5236 0.6760 0.1607
H -2.0055 0.0362 -0.2333 0.9224 -0.4134 0.4471
H -0.7298 -0.0880 -1.5022 -0.5831 0.4991 -1.1149
H 0.7945 -0.0191 1.6077 0.6844 0.4427 2.6196
```
Positions in Å, forces in eV/Å.

Output
E_tot in eV: -18738.197
HOMO-LUMO gap in eV: 11.392
LUMO level in eV: 0.949
Energy relative to the best compared isomer or geometry (same formula, charge and spin) in kcal/mol: 42.75
Largest force on an atom in eV Å⁻¹: 2.8

Results of the natural (NBO) charge analysis, in e, for atoms 1 through 2:
1 C 0.24
2 C 0.37

Entry 3:
Computed, not measured: a 9-piece molecular cluster, C18H36Br18 overall at a distorted geometry, with wB97M-V/def2-TZVPD.

```
72
Properties=species:S:1:pos:R:3:forces:R:3
Br 1.1190 4.9268 1.8187 0.3220 -0.1814 -0.3765
C 2.5567 5.1317 0.4886 0.0767 0.2504 -0.1104
C 2.1718 4.5816 -0.8513 -1.5069 -0.3406 -0.6647
Br 3.5148 4.8772 -2.2118 0.3281 -0.0424 0.1589
H 3.4715 4.6444 0.8164 -0.1486 0.0329 0.4355
H 2.6895 6.2056 0.4510 0.2244 0.0472 -0.0715
H 1.2813 5.0287 -1.2964 0.0940 0.3931 0.4113
H 1.8996 3.5280 -0.8427 0.5546 -0.1847 0.2140
Br -1.1928 -4.0022 -0.3136 0.2360 0.1797 0.0544
C -0.9816 -4.3059 1.6070 -1.0893 -1.0788 -0.2145
C -1.7637 -3.2702 2.3520 0.7339 0.9333 0.1257
Br -1.8459 -3.7262 4.2416 -0.0978 -0.0055 -0.1654
H 0.0519 -4.4243 1.9033 0.2171 0.3618 -0.1757
H -1.4798 -5.2662 1.7152 0.1792 -0.1029 0.1716
H -2.7621 -3.1030 1.9712 -0.1944 -0.3218 0.0527
H -1.2381 -2.3159 2.2938 -0.0628 0.0079 0.1610
Br 3.0284 1.7722 2.4176 0.0675 -0.1699 0.2557
C 3.0729 0.1461 3.5326 0.5499 0.1855 -0.0224
C 1.8593 -0.6610 3.2157 -0.0552 -0.1390 0.0047
Br 1.9228 -2.3104 4.2757 -0.0751 0.1881 -0.4612
H 3.0912 0.4662 4.5693 -0.1320 0.1445 -0.0443
H 4.0144 -0.3529 3.3351 -0.0044 -0.0716 -0.2919
H 1.7692 -0.9189 2.1633 0.3252 -0.3143 0.0426
H 0.9536 -0.1181 3.4710 0.5324 -0.3954 0.2433
Br 0.8885 0.4494 6.2311 -0.3217 0.5210 0.1886
C 0.2836 2.0360 5.2387 0.1521 -0.8374 -0.5581
C -1.1277 1.8566 4.6884 0.8330 0.4553 0.5379
Br -1.2121 0.3991 3.4259 -0.9535 0.1403 0.1255
H 0.9687 2.1193 4.3953 0.1073 0.1474 0.1580
H 0.4138 2.8808 5.9026 -0.2875 0.1230 0.0648
H -1.3561 2.7578 4.1236 -0.3116 -0.0318 0.0693
H -1.8252 1.6682 5.4961 -0.2696 -0.0216 -0.1779
Br -6.2463 3.0804 -1.1028 -0.1955 0.1958 0.0847
C -6.2320 2.2534 0.6549 0.5900 -0.4964 -0.0977
C -4.8085 1.8033 0.9303 -0.1657 0.6777 0.9438
Br -4.8218 0.5422 2.4248 -0.1010 -0.2724 -0.3142
H -6.8659 1.3745 0.6150 -0.2634 0.1458 -0.1137
H -6.5891 2.9620 1.3899 -0.1069 0.0684 -0.0007
H -4.1993 2.5874 1.3663 0.0144 0.3001 -0.4317
H -4.3273 1.4276 0.0445 0.1896 -0.5994 -0.0304
Br -7.0616 1.6106 -4.5815 0.2806 -0.0793 -0.1006
C -5.7753 0.1293 -4.3529 -1.6220 -0.3809 -0.7052
C -4.8122 0.4856 -3.2913 0.7600 0.0875 0.4427
Br -3.2689 -0.7293 -3.3204 -0.2333 0.0733 0.0603
H -5.4086 -0.1398 -5.3368 0.5007 0.4834 0.0099
H -6.4541 -0.6810 -4.0982 0.2967 -0.1417 0.3833
H -5.2586 0.4161 -2.3073 -0.0230 -0.1215 0.0733
H -4.4082 1.4856 -3.3908 0.0883 0.0272 -0.1982
Br 3.5379 0.8456 -3.7223 0.1393 0.2977 0.0442
C 4.5019 1.9956 -4.9789 -0.4968 -0.2648 -0.6006
C 5.3145 1.0899 -5.8774 -0.3889 0.5353 -0.1052
Br 6.3700 2.2873 -7.0238 0.1574 -0.4264 0.2584
H 5.0710 2.7717 -4.4850 0.1483 -0.2516 0.4538
H 3.7504 2.4823 -5.5941 -0.1380 0.0811 0.1862
H 4.6591 0.5798 -6.5712 -0.0446 -0.1931 0.0158
H 5.8779 0.3570 -5.3127 0.5892 0.2145 -0.1843
Br -0.7585 1.6352 -0.1166 -0.0594 0.0530 -0.0463
C -0.0611 -0.1846 -0.0733 0.0790 0.2002 0.1757
C 1.4022 -0.1341 -0.4616 -0.9259 -0.2094 -0.3599
Br 1.9971 -1.9853 -0.5576 0.3662 0.1702 0.0432
H -0.6523 -0.7758 -0.7632 -0.0065 0.0304 -0.1013
H -0.2271 -0.5513 0.9360 0.0788 0.0199 0.0197
H 2.0080 0.4273 0.2369 0.1357 -0.0803 0.0481
H 1.4549 0.2844 -1.4622 0.3597 -0.0357 -0.0225
Br 3.1619 -5.0884 -3.0606 -0.2418 -0.0279 0.1829
C 2.0262 -5.6426 -1.5770 -0.1371 0.1016 0.5087
C 2.4974 -6.9768 -1.0524 0.0026 -0.0316 -0.3567
Br 1.3950 -7.4439 0.4936 0.1753 -0.0441 -0.2106
H 0.9846 -5.6801 -1.8826 0.1052 -0.1064 -0.4039
H 2.0541 -4.8831 -0.7970 0.3441 0.0569 -0.1329
H 3.5378 -6.9761 -0.7463 -0.0275 0.1832 0.2439
H 2.3974 -7.7424 -1.8192 -0.2468 -0.1127 0.1971
```
Positions in Å, forces in eV/Å.

Output
Structure (SMILES): BrCCBr.BrCCBr.BrCCBr.BrCCBr.BrCCBr.BrCCBr.BrCCBr.BrCCBr.BrCCBr
E_tot in eV: -1280015.858
HOMO-LUMO gap in eV: 9.914
LUMO level in eV: 0.084
Energy relative to the best compared isomer or geometry (same formula, charge and spin) in kcal/mol: 19.52
Largest force on an atom in eV Å⁻¹: 1.8

Results of the Löwdin charge analysis, in e, for atoms 1 through 2:
1 Br 0.57
2 C -0.67

Entry 4:
Computed, not measured: a 8-piece molecular cluster, C14H43ClNO16 overall at a distorted geometry, with wB97M-V/def2-TZVPD.

```
75
Properties=species:S:1:pos:R:3:forces:R:3
Cl 0.0996 -1.8958 0.1976 0.3485 2.1735 2.0842
O -0.4087 -1.6583 1.5386 -0.5113 -0.9531 0.0824
O 0.5684 -3.2275 0.0202 0.6281 -1.1963 -0.0410
O -0.9833 -1.7036 -0.7355 0.3211 0.7641 -0.5892
O 1.2091 -0.9302 0.1249 -0.7650 -0.7888 -1.5396
C -0.1912 5.6235 -0.5177 0.0781 -1.0730 0.0865
O -0.5069 4.3320 -1.0231 0.0578 0.3053 -0.5567
C -1.6948 4.3036 -1.7918 -1.0845 -0.0025 0.8922
C -2.9526 4.1623 -0.8886 -0.2151 -0.3675 -0.7039
N -3.2859 2.8152 -0.3600 0.8585 1.0374 -0.2194
C -2.3946 2.4552 0.7291 0.4294 -1.5265 0.6851
C -2.5301 1.0278 1.2741 -0.0955 -0.3431 0.5529
O -3.7984 0.5970 1.7584 -0.5065 0.8830 -0.6725
C -3.9014 -0.7853 1.7584 0.7744 -1.5617 -0.1224
H -0.8009 5.8569 0.3582 -0.1366 0.2527 -0.0575
H -0.3031 6.3690 -1.3050 0.0648 0.2314 0.0752
H 0.8415 5.5321 -0.1871 0.0777 0.3289 -0.0438
H -1.6373 3.4992 -2.5253 0.1939 -0.1817 0.1254
H -1.8716 5.2344 -2.3466 0.4601 0.1276 -0.0759
H -3.8242 4.4673 -1.4810 0.1213 0.1277 -0.0209
H -2.8351 4.9024 -0.0974 -0.2083 -0.1865 0.3178
H -3.0788 2.2079 -1.1505 -0.2594 -0.3614 0.2423
H -2.4298 3.1535 1.5665 -0.4271 0.2790 -0.2048
H -1.3371 2.3788 0.4453 0.1361 0.5945 -0.2306
H -1.8685 0.9498 2.1473 0.4075 0.0898 -0.2587
H -2.1564 0.3057 0.5403 -0.1179 0.0500 -0.1492
H -3.8104 -1.2865 0.7778 -0.2412 0.6821 -0.3077
H -4.8417 -1.1280 2.1867 -0.0333 0.3472 0.2101
H -3.0528 -1.2686 2.2732 -0.2247 0.2449 0.4447
O 0.3585 0.5684 -2.6630 -0.1392 0.0903 -0.1393
H -0.1394 0.3553 -1.8650 0.1073 -0.1801 0.0012
H 0.9569 -0.1797 -2.7749 -0.0184 0.0630 0.1066
O -0.1249 -4.9994 -2.6058 0.1159 0.0542 0.0555
H -1.0696 -4.9500 -2.7781 0.0632 0.0207 0.0218
H 0.0522 -4.2689 -1.9957 -0.1439 0.0171 0.1847
C 1.8500 2.8584 3.5943 0.4947 -1.4857 0.7980
C 1.6879 1.6066 2.7412 0.1813 1.2121 -1.2410
O 1.3821 0.4756 3.5182 -0.0273 0.1849 -0.1463
O 3.0363 2.7801 4.4101 -0.4386 0.0924 0.2045
H 0.9495 2.8227 4.2226 0.0942 0.7223 0.0508
H 1.9825 3.7865 3.0453 -0.4547 -0.1380 -0.3250
H 2.5693 1.4500 2.1114 0.2607 -0.1029 0.2079
H 0.8971 1.8538 2.0166 -0.2562 -0.2527 0.1175
H 1.1559 -0.2031 2.8664 -0.1423 -0.2659 0.2436
H 2.8186 2.2079 5.1537 0.1730 -0.0837 -0.1266
C -3.3924 -4.4755 1.5944 -0.6034 0.1650 -1.1285
C -4.4958 -5.5163 1.4855 0.6939 -0.9566 1.2558
O -5.7139 -5.0883 2.0843 -0.1236 0.1064 -0.4380
O -2.2300 -5.0675 1.0308 0.0026 0.2812 0.5831
H -3.3195 -4.1740 2.6422 0.3364 -0.1083 0.0536
H -3.6318 -3.5820 1.0074 -0.2151 0.0602 0.1165
H -4.1399 -6.3442 2.1156 -0.0408 -0.0187 -0.0735
H -4.5898 -5.9883 0.5063 -0.2086 0.5951 -0.2872
H -6.3756 -4.9845 1.3969 0.0211 0.1310 0.0169
H -1.5650 -4.3677 1.0119 0.2537 -0.1884 -0.1345
C 4.0464 -2.7121 -1.9484 -0.6771 0.2833 0.6573
C 3.4692 -4.0743 -2.3149 -0.1640 0.9121 0.4068
O 2.4824 -3.9051 -3.3323 0.3050 -0.4200 0.2080
O 4.8881 -2.1285 -2.9310 -0.1073 -0.1062 0.0775
H 4.5395 -2.7401 -0.9711 0.6335 -0.3716 -0.3591
H 3.2243 -2.0235 -1.7046 -0.2428 -0.1859 -0.3834
H 2.9786 -4.4406 -1.4080 0.1414 -0.1810 0.0445
H 4.2682 -4.7573 -2.6138 -0.0137 -0.0601 -0.1264
H 1.7993 -4.5613 -3.1354 -0.1596 0.2195 -0.4614
H 4.2866 -1.7704 -3.5948 0.1797 0.0199 -0.0633
C 4.1020 2.7684 -1.1628 -0.0580 -0.6426 0.5723
C 3.1496 1.7496 -1.7406 0.2347 -1.5658 -0.1381
O 3.7882 0.7647 -2.5790 0.3513 0.5326 -0.5380
O 4.9694 2.0981 -0.2390 0.1790 -0.3185 -0.2716
H 3.5280 3.4878 -0.5687 -0.0612 0.3264 -0.5647
H 4.6880 3.1984 -1.9836 -0.1245 0.3083 0.2006
H 2.3907 2.2078 -2.3714 -0.0828 0.0656 0.2194
H 2.7073 1.0940 -0.9823 -0.4851 0.9714 0.4414
H 4.3327 0.1817 -2.0385 0.0244 0.1083 0.0763
H 5.2295 2.6972 0.4607 0.0102 0.1125 0.0186
```
Positions in Å, forces in eV/Å.

Output
E_tot in eV: -61979.474
Charge: -1
HOMO-LUMO gap in eV: 9.144
LUMO level in eV: 2.425
Energy relative to the best compared isomer or geometry (same formula, charge and spin) in kcal/mol: 0.00
Largest force on an atom in eV Å⁻¹: 3.0

Results of the Löwdin charge analysis, in e, for atoms 1 through 2:
1 Cl 0.65
2 O -0.37